No. 1
{
  "formula": "C12H17N",
  "method": "ωB97M-V/def2-TZVPD",
  "charge": 0,
  "gap_ev": 8.791,
  "smiles": "Cc1c[nH]c2ccccc12.CCC",
  "spin_multiplicity": 1,
  "lumo_ev": 0.9,
  "elements": ["C", "C", "C", "N", "C", "C", "C", "C", "C", "C", "H", "H", "H", "H", "H", "H", "H", "H", "H", "C", "C", "C", "H", "H", "H", "H", "H", "H", "H", "H"],
  "positions_angstrom": [[3.132744, 1.046042, 2.078513], [2.512638, 0.319912, 0.905493], [2.519216, -1.027597, 0.729826], [1.720222, -1.340830, -0.348414], [1.254082, -0.192902, -0.919486], [0.246091, -0.133929, -1.904709], [-0.395311, 1.084552, -1.977564], [-0.023702, 2.175871, -1.182599], [0.959538, 2.101469, -0.215852], [1.642134, 0.878525, -0.095308], [3.759519, 0.399104, 2.693667], [2.295588, 1.379518, 2.686315], [3.877626, 1.735965, 1.677321], [2.991684, -1.790631, 1.326651], [1.478148, -2.270686, -0.648475], [0.132070, -0.925154, -2.628862], [-1.269116, 1.132430, -2.605544], [-0.452125, 3.153650, -1.363963], [1.252055, 2.969309, 0.354640], [-1.583679, -1.768244, 0.599817], [-2.454745, -0.514698, 0.589048], [-3.392069, -0.487594, -0.635869], [-0.513006, -1.628320, 0.740863], [-1.878377, -2.505079, 1.354134], [-1.822087, -2.302544, -0.323000], [-1.868261, 0.399189, 0.467729], [-3.106578, -0.340945, 1.448329], [-2.887532, -0.863810, -1.527444], [-3.881169, 0.478722, -0.777423], [-4.245604, -1.161282, -0.497826]],
  "atomic_forces_ev_per_a": [[0.274, -0.940, -0.945], [0.327, -0.157, 0.880], [-0.232, 0.163, -0.166], [0.958, -0.649, -0.426], [-1.266, -0.655, 0.185], [1.025, 1.169, 0.528], [-0.205, -0.676, -0.343], [0.172, 0.700, 0.393], [0.513, -0.398, -0.939], [-0.208, -0.148, 0.359], [-0.317, -0.413, -0.004], [0.427, 0.909, 0.168], [-0.617, 0.858, 0.410], [0.017, -0.020, -0.058], [0.166, 0.158, -0.045], [-0.539, -0.256, 0.200], [0.035, 0.429, -0.442], [-0.413, -0.147, 0.052], [-0.066, 0.074, 0.131], [-0.757, -0.775, 0.377], [-0.434, 1.022, -0.915], [-0.674, -0.697, 0.383], [-0.127, 0.282, -0.255], [-0.128, 0.280, 0.250], [0.653, -0.003, -0.198], [0.380, -0.171, 0.329], [0.396, -0.339, 0.313], [0.062, 0.494, -0.128], [0.455, 0.131, -0.223], [0.125, -0.226, 0.127]],
  "nbo_charge": [-0.64, -0.07, -0.05, -0.55, 0.21, -0.26, -0.21, -0.25, -0.17, -0.14, 0.21, 0.22, 0.22, 0.21, 0.41, 0.22, 0.21, 0.21, 0.21, -0.62, -0.41, -0.60, 0.22, 0.21, 0.20, 0.21, 0.20, 0.20, 0.21, 0.19]
}

No. 2
{
  "formula": "C3H4N2O2",
  "method": "ωB97M-V/def2-TZVPD",
  "charge": 0,
  "gap_ev": [8.998, 7.302],
  "spin_multiplicity": 1,
  "lumo_ev": [-0.9, -1.3],
  "elements": ["C", "C", "C", "N", "N", "O", "O", "H", "H", "H", "H"],
  "positions_angstrom": [[0.617478, 1.826189, -0.112190], [0.852464, -0.770997, 0.283450], [0.749941, 0.576606, 0.098070], [1.014525, -1.666215, -0.598264], [-1.701512, -0.250426, -0.005806], [-2.301327, 0.695269, -0.440333], [-1.918924, -1.374617, 0.208440], [-0.292647, 2.357214, -0.179091], [1.532079, 2.256247, -0.495824], [0.635705, -1.072270, 1.476220], [0.812213, -2.576998, -0.234669]],
  "atomic_forces_ev_per_a": [[1.324, 0.050, -0.758], [-0.403, -1.008, 4.662], [-0.811, -0.712, -0.172], [0.027, -0.065, -1.577], [0.899, 2.472, -0.234], [-0.243, -0.938, 0.216], [-0.923, -1.241, 0.018], [-0.952, 0.463, 0.043], [0.201, 0.827, 0.279], [0.662, 0.755, -2.834], [0.219, -0.603, 0.358]],
  "nbo_charge": [-0.48, -0.06, 0.16, -0.57, 0.53, -0.31, -0.27, 0.25, 0.24, 0.17, 0.34]
}

Asked for energy above the lowest of the compared OMol25 structures with the same formula, charge and spin across the records above, the calculation gives 85.6, 833.1 kJ/mol in order.
Asked for M across the records above, the calculation gives 175.28, 100.08 g mol⁻¹ in order.